[1]
Density functional theory data (ωB97M-V with the def2-TZVPD basis set) for a molecular structure, C31H18BBr2F4O4PY.

- HOMO level: -10.83 eV
- LUMO level: -3.5 eV
- Gap between HOMO and LUMO: 7.37 eV
- Largest force on an atom: 1.3 eV Å⁻¹
- Calculated total energy: -202589.6913 eV
- Net charge: +1
- 2S+1: 1

Last column: Mulliken charge in e.
Atoms and positions in Å:
Y 0.840 0.977 -0.387  0.50
F -5.950 -1.096 2.002  -0.26
C -4.926 -1.009 1.181  0.62
C -4.740 -1.962 0.198  0.25
F -5.590 -2.964 0.081  -0.28
C -3.655 -1.849 -0.662  0.76
F -3.539 -2.773 -1.605  -0.32
C -2.727 -0.820 -0.558  -0.25
P -1.263 -0.770 -1.613  0.39
C -0.575 -2.433 -1.710  0.48
C -0.935 -3.315 -2.734  -0.26
C -0.367 -4.574 -2.803  -0.84
C 0.551 -4.970 -1.836  -0.48
C 0.890 -4.112 -0.802  -0.72
C 0.334 -2.844 -0.739  -0.33
C -1.803 -0.229 -3.250  0.85
C -0.965 -0.315 -4.361  -0.50
C -1.354 0.231 -5.572  -0.71
C -2.578 0.875 -5.691  -0.50
C -3.413 0.977 -4.589  -0.77
C -3.024 0.432 -3.375  -0.52
C -2.956 0.151 0.427  0.04
Br -1.928 1.712 0.610  -0.11
C -4.034 0.057 1.288  0.22
F -4.268 0.963 2.224  -0.31
H -1.666 -3.011 -3.468  0.48
H -0.645 -5.250 -3.599  0.43
H 0.993 -5.954 -1.890  0.41
H 1.592 -4.432 -0.044  0.50
H 0.594 -2.197 0.096  0.21
H -0.007 -0.817 -4.299  0.44
H -0.699 0.152 -6.428  0.42
H -2.879 1.298 -6.638  0.41
H -4.367 1.478 -4.669  0.43
H -3.696 0.520 -2.529  0.37
O 1.462 4.551 -0.337  -0.66
B 1.300 3.275 0.203  0.63
O 1.739 3.238 1.543  -0.02
C 2.185 4.532 1.803  0.47
C 2.712 5.026 2.974  -0.86
C 3.067 6.374 2.963  -0.53
C 2.898 7.164 1.827  -0.51
C 2.364 6.640 0.652  -0.88
C 2.014 5.308 0.682  0.87
H 2.840 4.410 3.851  0.46
H 3.483 6.811 3.860  0.39
H 3.187 8.205 1.861  0.40
H 2.224 7.235 -0.239  0.45
Br 0.948 -3.131 6.031  -0.16
C 2.059 -2.512 4.648  -0.19
C 3.412 -2.831 4.661  -0.32
C 4.248 -2.381 3.649  -0.69
C 3.735 -1.610 2.619  -0.43
C 2.379 -1.291 2.623  0.17
C 1.532 -1.734 3.634  -0.24
C 1.837 -0.461 1.546  1.37
O 0.621 -0.057 1.566  -0.65
O 2.549 -0.118 0.540  -0.97
H 3.811 -3.431 5.467  0.42
H 5.299 -2.632 3.669  0.43
H 4.364 -1.247 1.820  0.47
H 0.486 -1.462 3.624  0.54

---

[2]
Density functional theory data (ωB97M-V with the def2-TZVPD basis set) for a molecular structure, C31H18BrCl5N4O4Ti.

- HOMO level (alpha / beta): -0.50 / -0.49 eV
- LUMO level (alpha / beta): 3.9 / 3.9 eV
- Gap between HOMO and LUMO (alpha / beta): 4.38 / 4.38 eV
- Largest force on an atom: 1.1 eV Å⁻¹
- Calculated total energy: -202362.7288 eV
- Net charge: -2
- Energy relative to the best compared isomer or geometry (same formula, charge and spin): 5.36 kcal/mol
- 2S+1: 1

Last column: Mulliken charge in e.
Atoms and positions in Å:
Ti -0.256 0.031 0.015  0.03
O 0.244 4.172 1.130  -0.71
C -0.683 4.227 2.102  0.57
C -0.921 5.464 2.705  -0.66
C -1.854 5.586 3.718  -0.26
C -2.572 4.478 4.150  -0.76
C -2.331 3.250 3.554  -0.43
C -1.395 3.098 2.540  -0.09
C -1.143 1.727 1.957  0.93
O -0.769 1.802 0.607  -0.68
N -0.115 0.998 2.680  -0.53
N 0.217 -0.127 1.841  0.86
C 0.785 -1.119 2.638  -0.90
C 1.589 -2.163 2.295  0.51
Br 2.495 -2.037 0.537  -0.27
C 1.926 -3.321 3.000  -1.50
C 1.152 -3.984 3.990  1.07
C -0.165 -3.642 4.390  -0.38
C -0.860 -4.390 5.323  -0.57
C -0.301 -5.504 5.942  -0.50
C 0.999 -5.857 5.576  -0.33
C 1.696 -5.130 4.637  -0.73
H 0.142 3.295 0.676  0.43
H -0.358 6.318 2.349  0.41
H -2.025 6.556 4.170  0.35
H -3.308 4.569 4.938  0.37
H -2.877 2.371 3.878  0.44
H -2.060 1.124 2.038  -0.08
H 0.728 1.572 2.750  0.30
H 0.510 -1.035 3.682  0.73
H 2.865 -3.790 2.733  0.14
H -0.656 -2.792 3.936  0.36
H -1.871 -4.085 5.575  0.35
H -0.852 -6.071 6.682  0.34
H 1.476 -6.720 6.031  0.32
H 2.702 -5.436 4.368  0.28
Cl -3.584 -1.199 1.146  -0.18
C -3.594 -0.248 -0.319  0.93
C -2.391 0.220 -0.823  -1.15
C -2.486 1.019 -1.957  0.83
Cl -1.009 1.690 -2.595  -0.16
C -3.688 1.317 -2.588  -0.21
Cl -3.739 2.304 -4.005  -0.24
C -4.872 0.803 -2.061  0.57
Cl -6.385 1.145 -2.829  -0.23
C -4.829 0.020 -0.913  -0.30
Cl -6.303 -0.602 -0.251  -0.23
N 2.515 1.620 -0.930  -0.87
C 1.589 1.000 -0.616  0.28
O 0.844 -1.225 -3.904  -0.71
C 0.442 -1.824 -2.935  -0.27
N -0.002 -1.298 -1.737  0.65
C -0.359 -2.294 -0.922  0.35
O -0.769 -2.026 0.224  -0.58
C -0.167 -3.615 -1.557  0.12
C -0.350 -4.909 -1.114  -0.36
C -0.022 -5.927 -2.005  -0.61
C 0.473 -5.645 -3.274  -0.37
C 0.663 -4.333 -3.702  -0.51
C 0.333 -3.328 -2.818  0.08
H -0.712 -5.116 -0.117  0.56
H -0.141 -6.960 -1.701  0.40
H 0.723 -6.465 -3.936  0.37
H 1.060 -4.102 -4.682  0.46

---

[3]
Density functional theory data (ωB97M-V with the def2-TZVPD basis set) for 3 unconnected molecules or ions with the total composition C31H18BrO7.

- HOMO level: -4.23 eV
- LUMO level: 0.8 eV
- Gap between HOMO and LUMO: 5.00 eV
- Largest force on an atom: 4.3 eV Å⁻¹
- Calculated total energy: -116816.8238 eV
- Net charge: -1
- 2S+1: 1

Last column: Mulliken charge in e.
Atoms and positions in Å:
O 1.854 -1.936 3.500  -0.68
C 0.890 -2.309 2.811  0.42
O 0.781 -3.565 2.495  -0.76
C -0.256 -1.361 2.302  0.35
C -1.618 -1.818 2.923  0.31
O -1.991 -1.329 3.940  -0.48
Br -2.779 -3.169 2.079  -0.23
H -0.345 -1.520 1.197  0.18
H -0.087 -0.275 2.482  -0.11
C 2.298 6.668 0.438  -0.43
C 1.300 5.758 0.098  -0.47
C 1.115 4.613 0.858  -0.50
C 1.933 4.366 1.956  0.16
C 2.948 5.266 2.283  0.16
C 3.120 6.423 1.528  -0.57
C 3.862 4.992 3.422  0.56
O 4.745 5.781 3.708  -0.69
C 3.684 3.740 4.196  0.37
C 4.566 3.441 5.229  -0.65
C 4.401 2.278 5.968  -0.37
C 3.348 1.413 5.684  -0.63
C 2.468 1.703 4.652  -0.41
C 2.638 2.861 3.898  0.32
C 1.713 3.144 2.773  0.43
O 0.795 2.392 2.519  -0.65
H 2.436 7.567 -0.151  0.38
H 0.666 5.944 -0.761  0.39
H 0.334 3.910 0.593  0.48
H 3.899 7.130 1.786  0.45
H 5.386 4.112 5.457  0.45
H 5.093 2.044 6.769  0.38
H 3.215 0.509 6.265  0.44
H 1.653 1.022 4.433  0.38
C -3.369 -0.046 -5.735  -0.44
C -3.283 0.356 -4.404  -0.47
C -2.997 -0.571 -3.414  -0.56
C -2.806 -1.908 -3.749  0.14
C -2.916 -2.316 -5.079  0.22
C -3.187 -1.379 -6.072  -0.57
C -2.763 -3.748 -5.445  0.53
O -2.855 -4.103 -6.606  -0.70
C -2.505 -4.737 -4.369  0.34
C -2.416 -6.090 -4.686  -0.61
C -2.162 -7.020 -3.688  -0.41
C -1.986 -6.603 -2.371  -0.57
C -2.080 -5.257 -2.049  -0.52
C -2.349 -4.323 -3.045  0.11
C -2.481 -2.891 -2.683  0.50
O -2.332 -2.532 -1.535  -0.59
H -3.585 0.682 -6.508  0.39
H -3.439 1.396 -4.141  0.40
H -2.925 -0.254 -2.381  0.51
H -3.260 -1.689 -7.107  0.45
H -2.548 -6.420 -5.709  0.45
H -2.098 -8.074 -3.936  0.38
H -1.780 -7.330 -1.594  0.42
H -1.947 -4.937 -1.022  0.61